(1)
Below is the molecule C2H6N4O at a distorted geometry, with properties calculated with ωB97M-V with the def2-TZVPD basis set.

relative energy (zero: lowest compared OMol25 entry of this formula, charge and spin)	76.42	kcal/mol
DFT total energy	-373.98858	hartree
E_LUMO	0.52	eV
HOMO energy	-9.355	eV
molecular weight	102.10	g mol⁻¹

Bonds (Å) are listed after each position.
Atoms and positions in Å:
1 O -1.3315 0.8437 2.2739  C6 1.289
2 N 0.9075 0.2837 -1.7675  C7 1.267, H8 1.011
3 N 1.8408 -0.5532 0.1657  C7 1.499, H9 0.935, H13 1.048
4 N -1.6884 -0.1579 -0.5630  N5 1.401, H10 1.043, H11 1.002
5 N -0.4550 0.0234 0.0767  N4 1.401, C6 1.473, C7 1.275
6 C -0.3891 0.6129 1.4250  O1 1.289, N5 1.473, H12 1.217
7 C 0.6464 -0.0190 -0.5650  N2 1.267, N3 1.499, N5 1.275
8 H 0.0027 0.3501 -2.2146  N2 1.011
9 H 1.6386 -1.3850 0.5422  N3 0.935
10 H -2.0756 -1.0080 -0.0990  N4 1.043
11 H -2.3737 0.5171 -0.2818  N4 1.002
12 H 0.7106 1.1063 1.5949  C6 1.217
13 H 2.5667 -0.6142 -0.5875  N3 1.048

(2)
Below is the molecule C2H6N4O at a distorted geometry, with properties calculated with ωB97M-V with the def2-TZVPD basis set.

relative energy (zero: lowest compared OMol25 entry of this formula, charge and spin)	156.06	kcal/mol
DFT total energy	-373.86167	hartree
E_LUMO	0.49	eV
HOMO energy	-8.484	eV
molecular weight	102.10	g mol⁻¹

Bonds (Å) are listed after each position.
Atoms and positions in Å:
1 O -0.5169 1.5008 -1.3251  N3 1.369, H10 1.102
2 N -0.5570 -1.2728 1.3780  N4 1.495, H11 0.975, H13 1.065
3 N -0.1272 0.3178 -0.7559  O1 1.369, C6 1.439, C7 1.448
4 N -1.4848 -1.4084 0.2139  N2 1.495, C7 1.228
5 N 1.6076 0.2667 0.7774  C6 1.207, H12 0.979
6 C 0.9199 0.9171 0.0278  N3 1.439, N5 1.207, H8 1.211
7 C -1.1979 -0.6562 -0.7138  N3 1.448, N4 1.228, H9 1.153
8 H 0.9184 2.0357 -0.4349  C6 1.211
9 H -1.8786 -0.6221 -1.6434  C7 1.153
10 H 0.2576 1.5935 -2.1039  O1 1.102
11 H -0.7229 -2.1344 1.8032  N2 0.975
12 H 2.2767 0.6552 1.3764  N5 0.979
13 H 0.5052 -1.1930 1.4002  N2 1.065

(3)
Below is the molecule C2H6N4O at a distorted geometry, with properties calculated with ωB97M-V with the def2-TZVPD basis set.

relative energy (zero: lowest compared OMol25 entry of this formula, charge and spin)	143.98	kcal/mol
DFT total energy	-373.88092	hartree
E_LUMO	0.19	eV
HOMO energy	-9.303	eV
molecular weight	102.10	g mol⁻¹

Bonds (Å) are listed after each position.
Atoms and positions in Å:
1 O -1.2161 1.3270 0.4258  N4 1.291
2 N 1.1255 -0.7621 0.9793  N3 1.258, C6 1.359
3 N 0.2346 -1.0285 0.1324  N2 1.258, N5 1.356
4 N -0.7248 0.9074 -0.6918  O1 1.291, N5 1.246, C7 1.434
5 N -0.0108 -0.1041 -0.8295  N3 1.356, N4 1.246
6 C 1.2786 -1.7202 1.9315  N2 1.359, H10 1.075, H11 1.086, H13 1.119
7 C -1.0666 1.6585 -1.8643  N4 1.434, H8 1.121, H9 1.174, H12 1.141
8 H -0.9299 1.0662 -2.8057  C7 1.121
9 H -2.1402 2.1309 -1.8111  C7 1.174
10 H 1.3802 -2.6646 1.4273  C6 1.075
11 H 2.1158 -1.5523 2.6023  C6 1.086
12 H -0.3758 2.5541 -2.0137  C7 1.141
13 H 0.3297 -1.8122 2.5174  C6 1.119